Run 1
This record from OMol25 describes a 2-piece molecular cluster, C6H17N3 overall. The level of theory is wB97M-V/def2-TZVPD.

CARTESIAN COORDINATES (ANGSTROEM)
C 1.026 -1.542 -1.039
N 0.204 -2.343 -1.936
N 1.394 -2.165 0.226
C 0.464 -0.129 -0.885
C 0.003 0.449 -2.009
H 1.985 -1.401 -1.567
H 0.573 -2.354 0.796
H -0.715 -2.511 -1.538
H 0.648 -3.237 -2.120
H 1.875 -3.040 0.058
H -0.754 0.381 0.189
H -0.110 -0.103 -2.929
H -0.334 1.474 -2.024
C -1.473 2.326 0.792
C -1.401 0.492 2.290
C 1.503 0.744 -0.006
N -1.488 0.889 0.911
H -2.440 2.724 1.117
H -1.313 2.614 -0.247
H -0.695 2.810 1.410
H -0.422 0.720 2.748
H -2.161 1.021 2.873
H -1.599 -0.576 2.387
H 1.082 1.667 0.371
H 2.313 0.948 -0.701
H 1.836 0.142 0.831

The SMILES is C=C(C)C(N)N.CNC. The frontier orbital gap comes out at 8.5 eV. Its lowest unoccupied orbital energy is 0.460 eV. The multiplicity is 1.

Run 2
This record from OMol25 describes C6H17N3 as an isolated structure. The level of theory is wB97M-V/def2-TZVPD.

CARTESIAN COORDINATES (ANGSTROEM)
C -1.582 -1.060 0.443
C -2.056 1.322 0.857
C -0.979 0.665 -1.203
C -0.631 -2.082 -0.114
N -1.108 0.386 0.235
H -2.594 -1.120 0.012
H -1.681 -1.153 1.528
H -1.706 2.343 0.702
H -3.061 1.225 0.433
H -2.109 1.115 1.925
H -0.598 1.677 -1.337
H -0.269 -0.042 -1.625
H -1.938 0.559 -1.721
H 0.645 -1.672 -0.279
H -0.605 -2.951 0.543
H -0.951 -2.421 -1.100
C 2.823 1.121 -0.435
C 2.165 -0.021 0.307
N 1.363 0.337 1.315
N 2.050 -1.217 -0.226
H 1.038 -0.486 1.815
H 0.155 0.640 0.834
H 2.650 -1.378 -1.028
H 3.842 0.846 -0.718
H 2.864 2.011 0.186
H 2.273 1.357 -1.351

The frontier orbital gap comes out at 8.9 eV. Its lowest unoccupied orbital energy is 0.825 eV. The multiplicity is 1.

Result of the stability comparison: run 2 is the most stable of them.

Run 1
This record from OMol25 describes a 3-piece molecular cluster, C4H14O2S2 overall. The level of theory is wB97M-V/def2-TZVPD.

CARTESIAN COORDINATES (ANGSTROEM)
C 1.233 1.285 -1.511
C 0.129 0.502 -2.125
C 0.667 2.552 -0.840
S 1.112 2.669 0.962
S -0.589 1.948 1.897
C -0.814 0.252 1.479
H 1.974 0.743 -0.792
H 1.883 1.886 -2.236
H -0.819 1.081 -2.204
H 0.303 0.403 -3.182
H 0.071 -0.483 -1.628
H 0.845 3.562 -1.247
H -0.566 2.596 -0.922
H 0.141 -0.119 1.197
H -0.809 -0.384 2.433
H -1.576 -0.186 0.869
H -1.207 -3.129 0.613
H -2.638 -2.914 1.066
O -1.839 -2.496 0.727
H 0.869 -3.011 2.551
H 1.189 -3.289 1.165
O 0.443 -3.468 1.729

The SMILES is CCCSSC.O.O. The frontier orbital gap comes out at 8.5 eV. Its lowest unoccupied orbital energy is 0.341 eV. The multiplicity is 1.

Run 2
This record from OMol25 describes a 3-piece molecular cluster, C4H14O2S2 overall. The level of theory is wB97M-V/def2-TZVPD.

CARTESIAN COORDINATES (ANGSTROEM)
C -1.638 1.455 0.630
C -2.098 1.433 -0.914
S -1.353 -0.241 -1.520
S 0.378 0.367 -2.523
C 1.787 0.121 -1.489
C 1.936 -1.402 -1.010
H -2.035 2.296 1.176
H -2.105 0.528 1.108
H -0.495 1.434 0.722
H -3.138 1.459 -1.214
H -1.637 2.245 -1.512
H 1.652 0.895 -0.641
H 2.669 0.396 -2.130
H 2.816 -1.877 -1.518
H 2.406 -1.411 0.002
H 1.017 -1.977 -1.028
H -0.949 -1.823 0.776
H -0.713 -2.643 2.217
O -1.058 -1.842 1.804
H 0.616 -0.556 2.210
H 1.166 0.765 2.830
O 0.777 0.378 2.024

The SMILES is CCSSCC.O.O. The frontier orbital gap comes out at 8.9 eV. Its lowest unoccupied orbital energy is 0.469 eV. The multiplicity is 1.

Result of the stability comparison: run 2 is the most stable of them.

Run 1
This record from OMol25 describes a 3-piece molecular cluster, C2H12N2O2 overall. The level of theory is wB97M-V/def2-TZVPD.

CARTESIAN COORDINATES (ANGSTROEM)
N 0.542 -0.745 -1.160
C -0.762 0.041 -1.337
C -1.082 1.398 -0.673
N -1.204 1.169 0.738
H 1.315 -0.032 -1.017
H 0.415 -1.138 -0.244
H -1.029 0.221 -2.348
H -1.553 -0.723 -1.032
H -1.990 1.822 -1.057
H -0.218 2.126 -1.126
H -0.793 0.212 0.968
H -0.440 1.600 1.264
H 2.109 1.163 0.628
H 2.259 0.933 2.138
O 2.807 1.135 1.328
H 0.466 -3.448 1.285
H -0.658 -2.994 0.425
O -0.185 -2.738 1.220

The SMILES is NCCN.O.O. The frontier orbital gap comes out at 10.3 eV. Its lowest unoccupied orbital energy is 0.509 eV. The multiplicity is 1.

Run 2
This record from OMol25 describes a 3-piece molecular cluster, C2H12N2O2 overall. The level of theory is wB97M-V/def2-TZVPD.

CARTESIAN COORDINATES (ANGSTROEM)
C -1.259 -1.098 -1.094
N 0.198 -0.832 -1.058
C 0.538 -0.050 0.120
N -0.164 1.270 0.011
H -1.529 -1.509 -2.066
H -1.624 -1.840 -0.376
H -1.782 -0.155 -0.977
H 0.555 -1.787 -1.019
H 1.590 0.239 0.008
H 0.491 -0.625 1.049
H 0.539 1.871 -0.399
H -0.406 1.605 0.945
H 0.450 0.383 4.520
H 0.507 -0.936 5.296
O 0.975 -0.091 5.172
H 0.496 1.910 -3.577
H 0.450 0.515 -2.988
O -0.024 1.129 -3.565

The SMILES is CNCN.O.O. The frontier orbital gap comes out at 9.8 eV. Its lowest unoccupied orbital energy is 0.438 eV. The multiplicity is 1.

Run 3
This record from OMol25 describes a 3-piece molecular cluster, C2H12N2O2 overall. The level of theory is wB97M-V/def2-TZVPD.

CARTESIAN COORDINATES (ANGSTROEM)
C -1.285 -1.505 1.254
N -1.013 -1.090 -0.095
C -0.350 0.102 -0.338
N 0.805 -0.049 -1.261
H -2.184 -2.050 1.234
H -0.500 -2.240 1.421
H -1.111 -0.839 2.045
H -1.665 -1.326 -0.876
H 0.088 0.609 0.611
H -1.047 0.884 -0.776
H 1.540 0.549 -0.856
H 1.041 -0.998 -0.957
H 2.290 -3.587 3.418
H 2.561 -3.621 1.739
O 2.484 -4.091 2.641
H -1.288 6.506 -3.194
H 0.101 6.070 -3.285
O -0.467 6.675 -2.725

The SMILES is CNCN.O.O. The frontier orbital gap comes out at 9.2 eV. Its lowest unoccupied orbital energy is 0.625 eV. The multiplicity is 1.

Result of the stability comparison: run 2 is the most stable of them.

Run 1
This record from OMol25 describes the molecule C3H6N2O2. The level of theory is wB97M-V/def2-TZVPD.

CARTESIAN COORDINATES (ANGSTROEM)
C 1.061 1.479 -1.027
N 1.097 0.898 0.206
C -0.002 0.146 0.804
C -0.346 -1.021 -0.153
N -1.564 -1.592 0.049
O 0.520 -1.551 -0.819
O 1.676 2.472 -1.325
H 0.311 0.996 -1.682
H 1.646 1.483 0.827
H 0.174 -0.339 1.758
H -0.848 0.839 0.873
H -1.719 -2.465 -0.427
H -2.005 -1.346 0.916

The SMILES is NC(=O)CNC=O. The frontier orbital gap comes out at 10.3 eV. Its lowest unoccupied orbital energy is 0.480 eV. The multiplicity is 1.

Run 2
This record from OMol25 describes the molecule C3H6N2O2. The level of theory is wB97M-V/def2-TZVPD.

CARTESIAN COORDINATES (ANGSTROEM)
C 0.064 0.870 -0.561
C -0.099 2.350 0.227
C 0.316 -1.486 -0.555
N -0.440 2.255 1.527
N -0.085 -0.278 0.075
O -0.542 -0.470 1.225
O 0.268 3.228 -0.539
H 0.486 0.780 -1.482
H 0.057 -1.580 -1.574
H -0.272 -2.176 0.054
H 1.367 -1.594 -0.410
H -0.736 1.295 1.725
H -0.673 3.104 1.989

The frontier orbital gap comes out at 9.8 eV. Its lowest unoccupied orbital energy is 0.482 eV. The multiplicity is 1.

Run 3
This record from OMol25 describes the molecule C3H6N2O2. The level of theory is wB97M-V/def2-TZVPD.

CARTESIAN COORDINATES (ANGSTROEM)
N -1.485 0.712 -0.381
C -1.273 -0.191 0.572
O -2.162 -0.609 1.325
C 0.030 -0.819 0.971
O 1.284 -0.085 0.863
C 1.753 0.296 -0.341
N 1.085 0.309 -1.422
H -2.427 1.064 -0.434
H -0.791 0.862 -1.102
H 0.181 -1.782 0.473
H -0.644 -1.034 1.937
H 2.798 0.628 -0.265
H 1.650 0.649 -2.197

The SMILES is [H]/N=C/OCC(N)=O. The frontier orbital gap comes out at 10.6 eV. Its lowest unoccupied orbital energy is 0.809 eV. The multiplicity is 1.

Result of the stability comparison: run 1 is the most stable of them.

Run 1
This record from OMol25 describes the molecule C3H6N2O2. The level of theory is wB97M-V/def2-TZVPD.

CARTESIAN COORDINATES (ANGSTROEM)
N 1.802 0.005 0.094
C 0.919 0.872 0.666
O 1.125 1.468 1.707
C -0.327 1.202 -0.180
O -1.500 0.404 0.020
C -1.501 -0.906 -0.214
N -0.486 -1.599 -0.521
H 2.572 -0.265 0.691
H 1.385 -0.730 -0.470
H -0.076 1.222 -1.245
H -0.644 2.192 0.148
H -2.519 -1.285 -0.094
H -0.748 -2.578 -0.601

The SMILES is [H]/N=C/OCC(N)=O. The frontier orbital gap comes out at 10.5 eV. Its lowest unoccupied orbital energy is 0.802 eV. The multiplicity is 1.

Run 2
This record from OMol25 describes the molecule C3H6N2O2. The level of theory is wB97M-V/def2-TZVPD.

CARTESIAN COORDINATES (ANGSTROEM)
N -2.071 -0.132 -0.258
C -0.699 -0.143 0.042
O -0.066 0.777 -0.784
C -0.014 -1.332 0.521
O -0.217 -0.182 1.376
C 1.216 1.110 -0.444
N 2.151 0.811 -1.231
H -2.471 0.794 -0.167
H -2.585 -0.801 0.300
H 1.014 -1.517 0.213
H -0.586 -2.216 0.803
H 1.298 1.649 0.504
H 3.030 1.182 -0.873

The SMILES is [H]/N=C/O[C@@]1(N)CO1. The frontier orbital gap comes out at 10.9 eV. Its lowest unoccupied orbital energy is 0.958 eV. The multiplicity is 1.

Run 3
This record from OMol25 describes the molecule C3H6N2O2. The level of theory is wB97M-V/def2-TZVPD.

CARTESIAN COORDINATES (ANGSTROEM)
C 2.252 0.233 -0.604
N 1.011 0.764 -0.416
C -0.166 -0.111 -0.544
C -1.047 0.129 0.721
N -2.076 -0.776 0.896
O -0.884 1.131 1.406
O 3.221 0.901 -0.287
H 2.343 -0.731 -1.211
H 1.065 1.389 0.401
H -0.652 0.208 -1.543
H 0.113 -1.086 -0.610
H -2.347 -1.621 0.329
H -2.832 -0.429 1.462

The SMILES is NC(=O)CNC=O. The frontier orbital gap comes out at 10.3 eV. Its lowest unoccupied orbital energy is 0.479 eV. The multiplicity is 1.

Run 4
This record from OMol25 describes C3H6N2O2 as an isolated structure. The level of theory is wB97M-V/def2-TZVPD.

CARTESIAN COORDINATES (ANGSTROEM)
C -0.117 0.785 -1.716
C 0.514 0.102 1.886
C -0.830 0.189 0.463
N 1.156 -0.993 1.666
N -0.187 -0.142 -0.739
O 0.398 1.010 2.630
O 0.228 -1.337 -0.810
H 0.393 0.530 -2.627
H -0.332 1.758 -1.335
H -1.347 1.137 0.405
H -1.270 -0.680 0.768
H 0.858 -1.641 0.848
H 1.813 -1.351 2.376

The frontier orbital gap (alpha / beta) comes out at 9.1 / 9.1 eV. Its lowest unoccupied orbital energy (alpha / beta) is 0.469 / 0.469 eV. The multiplicity is 1.

Result of the stability comparison: run 3 is the most stable of them.

Run 1
This record from OMol25 describes CHNS2 as an isolated structure. The level of theory is wB97M-V/def2-TZVPD.

CARTESIAN COORDINATES (ANGSTROEM)
C -0.963 0.570 0.136
N -0.137 -0.248 -0.171
S 1.226 -0.187 0.326
S -2.192 1.251 -0.462
H 2.066 -1.386 0.171

The frontier orbital gap (alpha / beta) comes out at 7.3 / 7.3 eV. Its lowest unoccupied orbital energy (alpha / beta) is -0.833 / -0.833 eV. The multiplicity is 1.

Run 2
This record from OMol25 describes CHNS2 as an isolated structure. The level of theory is wB97M-V/def2-TZVPD.

CARTESIAN COORDINATES (ANGSTROEM)
C -1.318 0.192 0.000
N -0.212 -0.250 -0.083
S 1.924 -0.797 -0.037
S -2.932 0.494 0.024
H 2.538 0.361 0.097

The frontier orbital gap comes out at 5.6 eV. Its lowest unoccupied orbital energy is -3.250 eV. The multiplicity is 1.

Result of the stability comparison: run 2 is the most stable of them.